# 1
Here is the molecule C5H11NO from the Open Molecules 2025 dataset. Energies are from ωB97M-V/def2-TZVPD.

XYZ file:
```
18
Properties=species:S:1:pos:R:3:forces:R:3:mulliken_charge:R:1
C 1.6616 1.3398 0.2094 0.1 0.0 0.0 -0.9184
N 1.0766 0.1908 -0.4538 0.2 -0.4 -0.1 -0.3921
C 0.2153 -0.5882 0.4228 0.2 -0.2 0.2 0.5123
C -0.1461 -1.9156 -0.2460 0.1 0.2 0.1 -1.5675
C -1.0735 0.1862 0.7020 0.3 0.0 -0.2 0.5015
C -1.7314 0.7785 -0.5117 -0.2 0.2 0.1 -1.2524
O -1.5291 0.2715 1.8142 -0.1 0.0 0.1 -0.5633
H 0.8615 2.0044 0.5358 0.0 0.1 0.0 0.2876
H 2.2928 1.8727 -0.4996 0.0 0.1 0.1 0.3400
H 2.2633 1.0738 1.0910 -0.1 0.1 0.0 0.3303
H 1.8164 -0.4062 -0.8132 -0.2 0.1 0.0 0.2510
H 0.6898 -0.7954 1.4009 -0.2 0.1 -0.1 0.2553
H -0.8938 -2.4417 0.3423 0.0 -0.1 0.0 0.3764
H 0.7369 -2.5467 -0.3268 0.1 -0.1 0.0 0.4137
H -0.5358 -1.7340 -1.2439 -0.1 0.0 -0.1 0.3795
H -0.9791 1.0764 -1.2351 0.0 0.0 -0.1 0.3638
H -2.3651 0.0159 -0.9614 -0.1 -0.1 -0.1 0.3237
H -2.3602 1.6176 -0.2270 0.0 0.0 0.0 0.3584
```
Positions in Å, forces in eV/Å.

Calculated values
Gap between HOMO and LUMO = 10.146 eV
SMILES string = CN[C@H](C)C(C)=O
E_HOMO = -9.13 eV
Total charge = 0
E_LUMO = 1.01 eV
E = -8900.76370 eV
ΔE to the lowest compared entry with this formula, charge and spin = 21.5 kcal/mol

---

# 2
Here is the molecule C3H9NO from the Open Molecules 2025 dataset. Energies are from ωB97M-V/def2-TZVPD.

XYZ file:
```
14
Properties=species:S:1:pos:R:3:forces:R:3:mulliken_charge:R:1
C 0.3389 -1.4337 0.1830 -0.3 1.2 0.0 -1.1631
C 0.7450 0.0241 -0.1569 0.3 -0.1 -0.5 0.2073
O 0.9068 0.1816 -1.5729 -0.4 0.3 -0.2 -0.5518
C -0.0914 1.1794 0.4322 0.1 -1.0 -0.9 -0.5980
N -1.5266 1.0972 0.1779 0.1 0.4 0.4 -0.5419
H 1.2595 -2.0153 0.2190 -0.3 -0.2 0.6 0.3553
H -0.2916 -1.8972 -0.5841 0.0 0.3 -0.1 0.3370
H -0.3023 -1.3863 1.0781 0.7 -0.6 0.0 0.3011
H 1.7619 0.2268 0.1713 0.1 -0.2 0.7 0.2757
H 0.5873 -0.5977 -2.0250 -0.1 -0.1 -0.1 0.3132
H 0.3212 2.0742 -0.0477 0.0 0.1 0.4 0.2911
H 0.0960 1.1585 1.5079 0.1 0.4 0.0 0.3128
H -1.7886 0.3493 -0.4406 -0.1 -0.2 0.0 0.2148
H -2.0162 1.0390 1.0580 -0.3 -0.2 -0.2 0.2464
```
Positions in Å, forces in eV/Å.

Calculated values
Gap between HOMO and LUMO = 9.954 eV
SMILES string = C[C@@H](O)CN
E_HOMO = -9.06 eV
Total charge = 0
E_LUMO = 0.89 eV
E = -6793.91788 eV
ΔE to the lowest compared entry with this formula, charge and spin = 26.2 kcal/mol

---

# 3
Here is the molecule C3H5NS from the Open Molecules 2025 dataset. Energies are from ωB97M-V/def2-TZVPD.

XYZ file:
```
10
Properties=species:S:1:pos:R:3:forces:R:3:mulliken_charge:R:1
C 0.0427 -0.6332 -0.0484 -2.0 1.7 -1.4 -0.3365
C 1.0040 0.0973 0.6839 -0.5 -1.5 0.6 0.1617
C -1.1403 -0.1597 -0.8528 2.8 -0.2 0.7 -0.5522
N 0.9364 1.3507 0.9901 -0.2 -1.2 -1.1 -0.4897
S -1.8261 1.4288 -0.8142 0.1 0.3 0.0 -0.1686
H 0.2005 -1.6628 0.1576 -0.5 -1.1 -0.7 0.2795
H 1.6570 -0.7528 1.0975 0.3 2.1 0.0 0.2217
H -0.7832 -0.1959 -1.9498 -0.1 0.0 0.9 0.2848
H -1.8386 -0.9489 -0.8024 -1.2 -1.1 -0.2 0.3485
H 1.7477 1.4765 1.5384 1.2 1.0 1.2 0.2509
```
Positions in Å, forces in eV/Å.

Calculated values
Gap between HOMO and LUMO (alpha / beta) = 5.281 / 5.331 eV
E_HOMO (alpha / beta) = -7.78 / -7.86 eV
Total charge = 0
E_LUMO (alpha / beta) = -2.50 / -2.53 eV
E = -15512.64596 eV
ΔE to the lowest compared entry with this formula, charge and spin = 97.5 kcal/mol

---

# 4
Here is a structure of composition C15H23ClOOs from the Open Molecules 2025 dataset. Energies are from ωB97M-V/def2-TZVPD.

XYZ file:
```
41
Properties=species:S:1:pos:R:3:forces:R:3:lowdin_spin:R:1
C -3.1669 -3.7605 0.6880 -0.8 -1.0 0.1 0.0002
C -3.9791 -3.5035 1.9534 0.3 0.4 0.0 0.0000
C -4.0698 -3.7932 -0.5411 0.3 0.4 -0.1 0.0001
C -2.3655 -5.0529 0.8090 0.4 0.3 0.0 0.0000
Cl -1.9869 -2.3815 0.4851 0.3 0.3 -0.1 0.0011
H -4.7940 -4.6059 -0.4621 0.1 0.0 0.1 0.0000
H -3.4775 -3.9450 -1.4465 -0.1 0.0 0.1 0.0000
H -4.6156 -2.8520 -0.6398 0.0 -0.1 0.0 0.0000
H -4.7004 -4.3065 2.1149 0.1 0.0 -0.1 0.0000
H -4.5244 -2.5603 1.8729 0.0 -0.1 0.0 0.0000
H -3.3223 -3.4487 2.8247 -0.1 0.0 0.0 0.0000
H -3.0333 -5.9073 0.9322 -0.1 0.1 0.0 0.0000
H -1.6974 -5.0092 1.6723 -0.1 0.0 -0.1 0.0000
H -1.7612 -5.2131 -0.0869 -0.1 0.0 0.1 0.0000
C 0.5742 3.7727 0.0682 -1.4 0.1 -0.9 0.1211
C -0.0169 3.1616 -1.0710 0.8 0.9 0.4 0.0960
C -0.9534 2.1905 -0.6137 0.6 -0.9 0.4 -0.0123
H 0.1810 3.4198 -2.0933 0.0 0.1 -0.2 0.0024
C -0.9338 2.1987 0.8082 0.2 -0.2 0.0 0.1212
C 0.0165 3.1640 1.2344 0.3 -0.6 -0.4 0.0744
H 0.2538 3.4341 2.2468 0.0 0.0 0.3 0.0062
H 1.3014 4.5703 0.0580 -0.3 0.3 -0.2 0.0052
H -1.5981 1.5892 -1.2369 0.0 0.0 0.0 -0.0014
H -1.5574 1.5945 1.4487 0.0 -0.1 0.0 0.0084
C 3.4933 0.2442 -0.3138 -1.0 -0.2 -0.1 0.0925
C 3.4650 1.3284 -1.2411 -0.1 -0.9 -2.2 0.1632
C 2.4034 1.1043 -2.1593 1.1 0.5 0.4 0.1114
H 4.1117 2.1849 -1.2267 0.3 -0.6 -0.7 0.0050
C 1.8119 -0.1524 -1.8369 -0.9 0.3 1.0 0.0059
C 2.4899 -0.6804 -0.7011 0.0 0.2 0.2 0.1374
H 2.2895 -1.6264 -0.2265 -0.1 -0.1 0.1 0.0089
H 4.1879 0.1297 0.4940 0.2 -0.1 0.3 0.0060
H 2.1380 1.7402 -2.9783 0.0 0.1 -0.3 0.0027
H 1.0200 -0.6372 -2.3856 -0.1 -0.1 0.0 -0.0010
Os 1.2749 1.3869 -0.0177 -1.0 -1.6 -1.1 2.8449
C 3.9025 3.8463 0.1648 1.5 0.8 0.8 0.0293
O 2.9110 2.8324 0.1515 -1.1 1.9 3.2 0.1584
H 4.8243 3.3317 0.0788 1.2 0.0 -0.3 0.0007
H 3.8955 4.3377 1.1717 0.0 -0.1 -1.1 0.0029
H 3.6899 4.4874 -0.6701 0.3 0.7 -0.2 0.0032
H 2.3179 3.3863 0.6710 -0.6 -0.6 0.4 0.0061
```
Positions in Å, forces in eV/Å.

Calculated values
Gap between HOMO and LUMO (alpha / beta) = 5.562 / 5.090 eV
E_HOMO (alpha / beta) = -15.04 / -15.03 eV
Total charge = +2
E_LUMO (alpha / beta) = -9.47 / -9.94 eV
E = -32941.71690 eV
Multiplicity = 5
ΔE to the lowest compared entry with this formula, charge and spin = 24.6 kcal/mol

---

# 5
Here is a structure of composition C12H18CaNO7 from the Open Molecules 2025 dataset. Energies are from ωB97M-V/def2-TZVPD.

XYZ file:
```
39
Properties=species:S:1:pos:R:3:forces:R:3:mulliken_charge:R:1
Ca 0.8232 -1.8271 4.0265 -2.1 1.2 -2.5 1.5840
O -0.9991 -0.4936 2.2327 1.4 -1.0 1.5 -0.7574
H -1.4740 -0.8147 1.4416 0.6 -0.2 0.7 0.1769
C 1.1069 -6.3066 -3.6649 0.4 0.3 -0.5 -1.2773
C 1.8602 -5.8046 -2.3721 -1.2 -0.2 -1.8 0.5619
C 2.4501 -4.4033 -2.4729 2.3 -0.2 0.2 -0.5423
O 2.2082 -3.8280 -1.1225 2.8 2.0 -2.9 -0.3016
C 1.3206 -4.4811 -0.5188 -2.8 -2.3 2.4 0.6824
O 0.8905 -4.2045 0.6181 0.8 -1.1 -3.0 -0.6304
O 0.9668 -5.5646 -1.3395 -2.6 0.5 3.5 -0.3699
H 1.0398 -5.5566 -4.4530 -0.2 0.5 0.3 0.3243
H 0.1048 -6.7161 -3.5377 0.0 0.3 0.7 0.3284
H 1.6066 -7.1010 -4.2192 0.6 -0.2 0.6 0.3460
H 2.4607 -6.6503 -2.0371 0.9 0.5 -0.1 0.2920
H 2.1637 -3.7483 -3.2958 -1.1 0.0 0.5 0.3116
H 3.5283 -4.4506 -2.6257 0.1 0.0 0.5 0.2873
C 0.7681 3.8341 0.5355 1.3 -0.8 0.4 -1.2898
C 2.0022 2.8952 0.3539 -1.0 0.2 -0.4 0.3777
C 2.9339 3.3713 -0.7825 2.0 -1.5 -0.3 -0.3678
O 4.2405 3.5317 -0.1720 0.0 0.2 3.1 -0.3345
C 4.1639 3.2313 1.2050 1.9 -0.1 0.0 0.6473
O 5.1138 3.2599 2.0057 -3.8 -0.1 -2.9 -0.5492
O 2.8801 2.7868 1.4565 1.9 1.3 1.6 -0.3667
H 0.1672 3.7766 -0.3721 0.2 0.4 -0.1 0.3404
H 1.2164 4.8067 0.7382 -0.6 0.3 -0.2 0.3426
H 0.0984 3.5599 1.3507 0.3 -0.2 0.1 0.3511
H 1.7145 1.8445 0.3164 -0.5 0.1 -1.1 0.3128
H 2.8227 4.2698 -1.3895 -1.0 0.0 0.4 0.2884
H 3.1870 2.5361 -1.4355 -0.9 0.0 -0.5 0.2444
N -4.2753 2.0221 2.0092 -2.6 1.0 -0.2 0.0198
C -5.1693 2.2602 0.9610 2.1 -1.3 -0.3 -0.4324
C -5.9190 3.3463 1.2571 -1.6 -0.4 -3.4 -0.4475
C -5.6474 3.7567 2.5034 1.5 0.1 4.1 -0.3992
C -4.6812 2.8993 3.0203 1.2 -0.4 -0.3 -0.4305
H -3.7001 1.1922 2.0328 0.0 0.3 0.5 0.1979
H -5.0681 1.6059 0.1077 -0.3 0.4 -0.2 0.3630
H -6.6400 3.8002 0.5934 0.0 -0.1 0.0 0.3771
H -6.1100 4.5409 3.0843 0.0 0.0 -0.2 0.3774
H -4.1553 2.8233 3.9606 -0.3 0.4 0.1 0.3616
```
Positions in Å, forces in eV/Å.

Calculated values
Gap between HOMO and LUMO = 2.871 eV
E_HOMO = -9.45 eV
Total charge = +1
E_LUMO = -6.58 eV
E = -46986.57941 eV

---

# 6
Here is a structure of composition C19H16ClIN6O6Ru from the Open Molecules 2025 dataset. Energies are from ωB97M-V/def2-TZVPD.

XYZ file:
```
50
Properties=species:S:1:pos:R:3:forces:R:3:lowdin_spin:R:1
Ru -0.1200 -0.0013 -0.1328 0.3 -0.3 0.0 0.7873
Cl 3.8300 5.5475 0.3634 0.0 0.0 0.0 0.0061
C 3.2319 3.9444 0.1403 0.0 -0.1 0.0 0.0200
C 4.1057 2.8982 0.0350 0.0 0.1 0.0 -0.0047
C 3.6462 1.5785 -0.1624 0.0 -0.1 0.0 0.0236
I 5.0131 0.0333 -0.3516 0.0 0.0 0.0 0.0061
C 2.3018 1.3157 -0.2342 0.1 0.0 0.0 -0.0051
O 1.7701 0.1129 -0.4827 -0.2 0.1 0.0 0.1137
C 1.4020 2.3995 -0.1017 -0.1 0.0 0.0 0.0020
N 0.0780 2.0684 -0.1787 -0.1 0.1 -0.1 -0.0071
C -0.8318 3.0217 -0.1208 0.1 -0.1 0.0 0.0066
C -0.4871 4.3708 0.0257 0.1 0.0 0.0 -0.0033
C 0.8359 4.7207 0.1277 -0.1 0.0 0.0 0.0050
C 1.8309 3.7250 0.0647 0.0 0.0 0.0 -0.0014
H 5.1689 3.0829 0.0947 0.0 0.0 0.0 -0.0006
H -1.8684 2.7137 -0.1746 0.0 0.0 0.0 0.0005
H -1.2702 5.1129 0.0665 0.0 0.0 0.0 -0.0003
H 1.1288 5.7537 0.2536 0.0 0.0 0.0 0.0004
C -3.6101 -0.3265 -1.8411 0.1 -0.1 0.0 0.0014
C -3.3523 -0.1474 -0.3926 0.0 0.0 0.0 0.0099
N -2.1750 -0.0200 0.1984 -0.1 0.1 0.2 0.0087
C -2.4035 0.1409 1.5518 -0.1 -0.1 0.0 0.0045
C -3.7447 0.1047 1.7811 0.1 0.1 0.1 0.0017
N -4.3142 -0.0656 0.5485 0.0 0.0 0.0 0.0041
C -4.6227 0.1910 2.9858 0.0 -0.1 0.0 0.0002
O -4.0314 0.3022 4.1559 0.0 0.0 0.0 -0.0002
O -5.8133 0.1325 2.8312 0.0 0.1 0.0 0.0005
C -1.2402 0.2498 2.4597 -0.1 0.2 -0.2 0.0015
O -1.3598 0.3713 3.6625 -0.1 -0.1 0.1 0.0006
O -0.0864 0.1995 1.8428 0.0 -0.1 0.0 -0.0035
H -2.6680 -0.3565 -2.3813 0.0 0.0 0.0 0.0006
H -4.2294 0.4839 -2.2248 0.0 0.0 0.0 0.0003
H -4.1235 -1.2708 -2.0219 0.0 0.0 0.0 0.0003
H -5.3160 -0.1196 0.4166 0.0 0.0 0.0 0.0000
H -3.0428 0.3087 4.0931 0.0 0.1 -0.1 -0.0001
C 1.0605 -5.2734 1.2330 0.0 0.0 0.0 0.0004
N 0.4987 -4.1563 0.5014 0.0 0.0 0.0 0.0036
C -0.0890 -4.2578 -0.8248 -0.1 0.0 0.0 -0.0002
C -0.4551 -2.8098 -1.1081 0.2 0.0 -0.1 0.0021
O -0.9480 -2.3553 -2.1123 -0.1 0.1 0.0 0.0085
N -0.0630 -2.0567 -0.0252 0.0 0.1 0.1 0.0034
C 0.5123 -2.8769 0.8786 0.1 0.0 0.0 0.0016
N 1.0303 -2.4302 2.0109 0.0 -0.1 0.0 0.0015
H 0.5321 -6.1794 0.9449 0.0 0.0 0.0 0.0000
H 0.9087 -5.1405 2.3037 0.0 0.0 0.0 0.0001
H 2.1239 -5.4009 1.0249 0.0 0.0 0.0 0.0002
H -0.9749 -4.8947 -0.8315 0.0 0.0 0.0 -0.0001
H 0.6216 -4.6233 -1.5683 0.0 0.0 0.0 -0.0001
H 0.9112 -1.4519 2.2458 0.0 0.1 0.0 -0.0001
H 1.4764 -3.0461 2.6666 0.0 0.0 0.0 0.0000
```
Positions in Å, forces in eV/Å.

Calculated values
Gap between HOMO and LUMO (alpha / beta) = 7.128 / 6.289 eV
E_HOMO (alpha / beta) = -10.93 / -10.99 eV
Total charge = +1
E_LUMO (alpha / beta) = -3.80 / -4.70 eV
E = -64391.89075 eV
Multiplicity = 2
ΔE to the lowest compared entry with this formula, charge and spin = 0.0 kcal/mol

---

Please write out number 4 again, unchanged.
Here is a structure of composition C15H23ClOOs from the Open Molecules 2025 dataset. Energies are from ωB97M-V/def2-TZVPD.

XYZ file:
```
41
Properties=species:S:1:pos:R:3:forces:R:3:lowdin_spin:R:1
C -3.1669 -3.7605 0.6880 -0.8 -1.0 0.1 0.0002
C -3.9791 -3.5035 1.9534 0.3 0.4 0.0 0.0000
C -4.0698 -3.7932 -0.5411 0.3 0.4 -0.1 0.0001
C -2.3655 -5.0529 0.8090 0.4 0.3 0.0 0.0000
Cl -1.9869 -2.3815 0.4851 0.3 0.3 -0.1 0.0011
H -4.7940 -4.6059 -0.4621 0.1 0.0 0.1 0.0000
H -3.4775 -3.9450 -1.4465 -0.1 0.0 0.1 0.0000
H -4.6156 -2.8520 -0.6398 0.0 -0.1 0.0 0.0000
H -4.7004 -4.3065 2.1149 0.1 0.0 -0.1 0.0000
H -4.5244 -2.5603 1.8729 0.0 -0.1 0.0 0.0000
H -3.3223 -3.4487 2.8247 -0.1 0.0 0.0 0.0000
H -3.0333 -5.9073 0.9322 -0.1 0.1 0.0 0.0000
H -1.6974 -5.0092 1.6723 -0.1 0.0 -0.1 0.0000
H -1.7612 -5.2131 -0.0869 -0.1 0.0 0.1 0.0000
C 0.5742 3.7727 0.0682 -1.4 0.1 -0.9 0.1211
C -0.0169 3.1616 -1.0710 0.8 0.9 0.4 0.0960
C -0.9534 2.1905 -0.6137 0.6 -0.9 0.4 -0.0123
H 0.1810 3.4198 -2.0933 0.0 0.1 -0.2 0.0024
C -0.9338 2.1987 0.8082 0.2 -0.2 0.0 0.1212
C 0.0165 3.1640 1.2344 0.3 -0.6 -0.4 0.0744
H 0.2538 3.4341 2.2468 0.0 0.0 0.3 0.0062
H 1.3014 4.5703 0.0580 -0.3 0.3 -0.2 0.0052
H -1.5981 1.5892 -1.2369 0.0 0.0 0.0 -0.0014
H -1.5574 1.5945 1.4487 0.0 -0.1 0.0 0.0084
C 3.4933 0.2442 -0.3138 -1.0 -0.2 -0.1 0.0925
C 3.4650 1.3284 -1.2411 -0.1 -0.9 -2.2 0.1632
C 2.4034 1.1043 -2.1593 1.1 0.5 0.4 0.1114
H 4.1117 2.1849 -1.2267 0.3 -0.6 -0.7 0.0050
C 1.8119 -0.1524 -1.8369 -0.9 0.3 1.0 0.0059
C 2.4899 -0.6804 -0.7011 0.0 0.2 0.2 0.1374
H 2.2895 -1.6264 -0.2265 -0.1 -0.1 0.1 0.0089
H 4.1879 0.1297 0.4940 0.2 -0.1 0.3 0.0060
H 2.1380 1.7402 -2.9783 0.0 0.1 -0.3 0.0027
H 1.0200 -0.6372 -2.3856 -0.1 -0.1 0.0 -0.0010
Os 1.2749 1.3869 -0.0177 -1.0 -1.6 -1.1 2.8449
C 3.9025 3.8463 0.1648 1.5 0.8 0.8 0.0293
O 2.9110 2.8324 0.1515 -1.1 1.9 3.2 0.1584
H 4.8243 3.3317 0.0788 1.2 0.0 -0.3 0.0007
H 3.8955 4.3377 1.1717 0.0 -0.1 -1.1 0.0029
H 3.6899 4.4874 -0.6701 0.3 0.7 -0.2 0.0032
H 2.3179 3.3863 0.6710 -0.6 -0.6 0.4 0.0061
```
Positions in Å, forces in eV/Å.

Calculated values
Gap between HOMO and LUMO (alpha / beta) = 5.562 / 5.090 eV
E_HOMO (alpha / beta) = -15.04 / -15.03 eV
Total charge = +2
E_LUMO (alpha / beta) = -9.47 / -9.94 eV
E = -32941.71690 eV
Multiplicity = 5
ΔE to the lowest compared entry with this formula, charge and spin = 24.6 kcal/mol

---

> Which value of E does entry 6 give?

-64391.89075 eV